#one
Computed, not measured: the ion CH3N2O4 with charge -1, with ωB97M-V/def2-TZVPD.

Each atom is followed by the atoms it is bonded to, with distances in Å.
Positions of all 10 atoms, in Å:
1 O 1.42 -0.82 -0.04  N2 1.225
2 N 1.07 -0.43 -1.14  O1 1.225, O3 1.249, N4 1.312
3 O 1.57 -1.01 -2.13  N2 1.249
4 N 0.18 0.51 -1.41  N2 1.312, O5 1.462
5 O -0.35 1.32 -0.33  N4 1.462, C6 1.527
6 C -1.07 0.39 0.65  O5 1.527, O7 1.413, H8 1.060, H9 1.126
7 O -0.27 0.13 1.78  C6 1.413, H10 0.963
8 H -1.96 0.84 1.01  C6 1.060
9 H -1.12 -0.61 0.13  C6 1.126
10 H 0.52 -0.33 1.49  O7 0.963

Gap between HOMO and LUMO (eV): 8.40
SMILES: [O-][N+]([O-])=NOCO
Charge: -1

#two
Computed, not measured: a cluster of 2 separate species, CH3N2O4 in total, with ωB97M-V/def2-TZVPD.

Each atom is followed by the atoms it is bonded to, with distances in Å.
Positions of all 10 atoms, in Å:
1 C 1.14 0.23 0.09  O7 1.428, H8 1.116, H9 1.147, H10 1.128
2 N -2.19 1.08 0.12  O4 1.238, O5 1.268
3 N -0.11 -1.72 0.25  O6 1.211, O7 1.360
4 O -1.32 1.88 -0.25  N2 1.238
5 O -1.88 -0.15 0.13  N2 1.268
6 O -0.01 -1.74 -0.95  N3 1.211
7 O 0.72 -0.87 0.90  C1 1.428, N3 1.360
8 H 0.25 0.89 -0.07  C1 1.116
9 H 1.43 -0.39 -0.83  C1 1.147
10 H 1.96 0.79 0.62  C1 1.128

Gap between HOMO and LUMO (eV): 7.52
Charge: -1

The structure with the least stability is #two.

#one
Computed, not measured: an isolated molecule of C4H4O3, with ωB97M-V/def2-TZVPD.

Each atom is followed by the atoms it is bonded to, with distances in Å.
Positions of all 11 atoms, in Å:
1 O -0.88 2.09 1.07  C2 1.151
2 C -0.39 1.42 0.27  O1 1.151, C3 1.306
3 C -0.03 0.43 -0.50  C2 1.306, C4 1.474, C6 1.500
4 C 1.11 0.13 -1.38  C3 1.474, O5 1.215, H8 1.200
5 O 2.03 0.91 -1.57  C4 1.215
6 C -0.76 -0.61 0.29  C3 1.500, O7 1.447, H9 1.046, H10 1.055
7 O 0.02 -1.17 1.37  C6 1.447, H11 0.903
8 H 0.98 -0.99 -1.80  C4 1.200
9 H -1.60 -0.24 0.79  C6 1.046
10 H -0.96 -1.50 -0.25  C6 1.055
11 H 0.48 -0.47 1.72  O7 0.903

Gap between HOMO and LUMO (eV): 10.33
SMILES: O=C=C(C=O)CO

#two
Computed, not measured: an isolated molecule of C4H4O3, with ωB97M-V/def2-TZVPD.

Each atom is followed by the atoms it is bonded to, with distances in Å.
Positions of all 11 atoms, in Å:
1 C 1.06 0.19 0.61  C2 1.359, H8 1.084, H9 1.078
2 C 0.50 -0.24 -0.55  C1 1.359, C3 1.649, O5 1.360
3 C 0.21 -1.69 0.19  C2 1.649, O4 1.194, H10 1.106
4 O 0.99 -2.49 0.61  C3 1.194
5 O -0.57 0.35 -1.15  C2 1.360, C6 1.362
6 C -1.25 1.40 -0.62  O5 1.362, O7 1.187, H11 1.110
7 O -1.94 2.11 -1.28  C6 1.187
8 H 0.93 1.20 0.99  C1 1.084
9 H 1.98 -0.26 0.95  C1 1.078
10 H -0.75 -2.02 -0.25  C3 1.106
11 H -1.18 1.45 0.49  C6 1.110

Gap between HOMO and LUMO (eV): 9.78
SMILES: C=C(C=O)OC=O

The structure with the least stability is #two.

#one
Computed, not measured: an isolated molecule of C4H4O3, with ωB97M-V/def2-TZVPD.

Each atom is followed by the atoms it is bonded to, with distances in Å.
Positions of all 11 atoms, in Å:
1 O -1.30 0.81 1.75  C2 1.209
2 C -1.06 -0.14 1.03  O1 1.209, C3 1.554, H8 1.136
3 C 0.10 -0.17 0.00  C2 1.554, C4 1.509, C6 1.482, O7 1.429
4 C -0.46 -0.51 -1.36  C3 1.509, O5 1.210, H9 1.117
5 O -1.67 -0.43 -1.46  C4 1.210
6 C 1.29 0.68 0.26  C3 1.482, O7 1.422, H10 1.082, H11 1.095
7 O 1.30 -0.71 0.55  C3 1.429, C6 1.422
8 H -1.62 -1.12 0.98  C2 1.136
9 H 0.16 -0.74 -2.26  C4 1.117
10 H 1.96 0.92 -0.55  C6 1.082
11 H 1.30 1.41 1.08  C6 1.095

Gap between HOMO and LUMO (eV): 10.14
SMILES: O=CC1(C=O)CO1

#two
Computed, not measured: an isolated molecule of C4H4O3, with ωB97M-V/def2-TZVPD.

Each atom is followed by the atoms it is bonded to, with distances in Å.
Positions of all 11 atoms, in Å:
1 C -1.88 0.06 0.19  C2 1.494, H8 1.095, H9 1.090, H10 1.095
2 C -0.53 -0.38 -0.28  C1 1.494, O3 1.214, C4 1.533
3 O -0.31 -1.23 -1.10  C2 1.214
4 C 0.66 0.35 0.35  C2 1.533, O5 1.218, C6 1.454
5 O 0.56 1.22 1.20  C4 1.218
6 C 1.92 -0.32 0.08  C4 1.454, O7 1.295
7 O 2.75 0.19 -0.78  C6 1.295, H11 0.968
8 H -1.93 -0.02 1.28  C1 1.095
9 H -2.65 -0.56 -0.27  C1 1.090
10 H -2.03 1.11 -0.06  C1 1.095
11 H 3.47 -0.45 -0.69  O7 0.968

Gap between HOMO and LUMO (eV): 8.60

The structure with the least stability is #two.